Entry 1:
{"formula": "C46H40BF3N2O3S", "method": "ωB97M-V/def2-TZVPD", "species": ["C", "N", "C", "O", "C", "C", "C", "C", "C", "C", "C", "C", "N", "C", "C", "C", "C", "C", "C", "C", "C", "C", "C", "C", "C", "C", "C", "C", "C", "C", "C", "H", "H", "H", "H", "H", "H", "H", "H", "H", "H", "H", "H", "H", "H", "H", "H", "H", "H", "H", "H", "H", "H", "H", "H", "H", "H", "H", "C", "C", "C", "C", "C", "B", "C", "C", "C", "C", "C", "F", "F", "F", "C", "C", "O", "C", "C", "C", "C", "C", "C", "O", "S", "H", "H", "H", "H", "H", "H", "H", "H", "H", "H", "H", "H", "H"], "positions_angstrom": [[1.972, 4.077, 3.733], [1.919, 3.669, 2.347], [2.962, 3.976, 1.485], [3.803, 4.800, 1.687], [2.827, 3.034, 0.292], [3.935, 1.988, 0.287], [4.024, 1.308, 1.630], [4.780, 1.876, 2.659], [4.766, 1.319, 3.937], [4.026, 0.154, 4.182], [3.353, -0.472, 3.132], [3.378, 0.084, 1.850], [1.508, 2.432, 0.499], [1.003, 1.470, -0.339], [0.185, 0.475, 0.084], [-0.272, -0.752, -0.689], [-1.435, -1.448, -0.057], [-2.701, -0.831, -0.224], [-3.836, -1.361, 0.396], [-3.703, -2.495, 1.216], [-2.466, -3.099, 1.369], [-1.322, -2.537, 0.800], [1.098, 2.545, 1.907], [-0.369, 2.852, 2.041], [-0.779, 4.124, 1.892], [-2.089, 4.638, 2.231], [-2.418, 5.967, 1.880], [-3.622, 6.522, 2.288], [-4.526, 5.759, 3.046], [-4.217, 4.431, 3.381], [-3.016, 3.861, 2.966], [2.320, 5.106, 3.804], [0.979, 3.993, 4.173], [2.667, 3.433, 4.301], [2.807, 3.647, -0.620], [3.740, 1.264, -0.509], [4.866, 2.514, 0.062], [5.363, 2.780, 2.459], [5.325, 1.803, 4.741], [3.991, -0.264, 5.191], [2.799, -1.402, 3.297], [2.881, -0.418, 1.015], [1.284, 1.592, -1.394], [-0.195, 0.509, 1.089], [-0.639, -0.385, -1.647], [-2.777, 0.065, -0.845], [-4.804, -0.873, 0.267], [-4.579, -2.888, 1.742], [-2.345, -4.019, 1.966], [-0.335, -2.880, 1.085], [1.380, 1.631, 2.466], [-1.063, 2.011, 2.118], [-0.066, 4.860, 1.486], [-1.694, 6.536, 1.292], [-3.858, 7.552, 2.021], [-5.466, 6.200, 3.375], [-4.914, 3.839, 3.973], [-2.755, 2.832, 3.222], [2.505, -5.177, -3.757], [1.657, -4.512, -2.779], [1.743, -4.769, -1.423], [0.982, -3.967, -0.545], [0.596, -2.815, -1.186], [-1.328, -1.493, -3.880], [-2.442, -2.427, -3.335], [-3.738, -2.028, -3.771], [-4.878, -2.770, -3.437], [-4.769, -3.877, -2.604], [-5.983, -4.739, -2.281], [-5.629, -5.984, -1.818], [-6.758, -4.160, -1.310], [-6.790, -4.937, -3.360], [-3.557, -4.183, -2.016], [-2.420, -3.449, -2.376], [0.964, -1.553, -0.820], [1.811, -0.885, -1.958], [1.141, -0.320, -3.050], [1.876, 0.397, -3.957], [3.279, 0.340, -3.852], [3.909, -0.414, -2.880], [3.173, -1.075, -1.892], [-0.315, -0.756, -3.667], [0.582, -3.177, -2.940], [2.970, -6.005, -3.198], [1.980, -5.634, -4.608], [3.344, -4.577, -4.136], [2.450, -5.511, -1.084], [0.757, -4.259, 0.471], [-3.837, -1.140, -4.390], [-5.839, -2.488, -3.826], [-3.488, -4.988, -1.281], [-1.511, -3.709, -1.814], [1.354, 0.953, -4.722], [3.891, 0.889, -4.597], [5.014, -0.491, -2.847], [3.623, -1.715, -1.114]], "lumo_ev": -0.7, "de_lowest_kj_mol": 1021.0}


Entry 2:
{"formula": "C46H40Cl3N8O4Ru", "method": "ωB97M-V/def2-TZVPD", "species": ["Ru", "C", "C", "C", "C", "C", "C", "C", "C", "N", "C", "O", "C", "C", "C", "C", "C", "N", "C", "O", "N", "C", "C", "C", "C", "C", "C", "C", "C", "H", "H", "H", "H", "H", "H", "H", "H", "H", "H", "H", "H", "H", "H", "H", "H", "H", "H", "H", "H", "H", "N", "C", "C", "C", "C", "C", "C", "C", "C", "C", "C", "C", "C", "N", "C", "C", "C", "C", "N", "H", "H", "H", "H", "H", "H", "H", "H", "H", "H", "O", "C", "O", "C", "N", "C", "C", "C", "H", "H", "H", "H", "H", "H", "H", "H", "H", "Cl", "C", "Cl", "Cl", "C", "N"], "positions_angstrom": [[-0.588, 0.192, 0.496], [-1.892, -1.332, -2.552], [-3.042, -0.416, -2.241], [-3.863, 0.061, -3.256], [-4.971, 0.842, -2.970], [-5.285, 1.129, -1.653], [-4.486, 0.671, -0.609], [-4.843, 1.024, 0.811], [-3.340, -0.078, -0.915], [-2.477, -0.508, 0.128], [-2.918, -1.530, 0.916], [-3.942, -2.179, 0.774], [-2.030, -1.726, 2.115], [-2.359, -2.488, 3.216], [-1.559, -2.400, 4.349], [-0.464, -1.544, 4.352], [-0.192, -0.836, 3.198], [-0.943, -0.950, 2.109], [0.933, 0.146, 2.963], [1.483, 0.680, 4.245], [0.685, 1.068, 1.946], [0.626, 2.447, 2.224], [1.411, 3.335, 1.463], [2.255, 2.834, 0.329], [1.405, 4.688, 1.775], [0.642, 5.184, 2.819], [-0.180, 4.323, 3.523], [-0.220, 2.965, 3.226], [-1.228, 2.093, 3.929], [-1.638, -1.282, -3.612], [-1.012, -1.088, -1.959], [-2.159, -2.363, -2.307], [-3.642, -0.205, -4.284], [-5.595, 1.219, -3.771], [-6.168, 1.712, -1.423], [-5.900, 1.279, 0.878], [-4.649, 0.202, 1.495], [-4.267, 1.890, 1.150], [-3.255, -3.092, 3.175], [-1.806, -2.965, 5.238], [0.149, -1.419, 5.235], [2.803, 1.934, 0.608], [1.617, 2.572, -0.516], [2.957, 3.604, 0.007], [2.020, 5.365, 1.192], [0.670, 6.239, 3.061], [-0.813, 4.706, 4.315], [-2.012, 2.710, 4.367], [-1.695, 1.397, 3.229], [-0.771, 1.514, 4.733], [2.752, 3.262, -8.912], [2.367, 2.907, -7.890], [1.912, 2.468, -6.605], [0.629, 1.950, -6.439], [0.208, 1.536, -5.190], [1.055, 1.613, -4.084], [2.344, 2.123, -4.265], [2.767, 2.557, -5.505], [0.605, 1.199, -2.739], [1.409, 0.324, -1.998], [2.629, -0.304, -2.436], [3.131, -0.960, -1.354], [2.208, -0.751, -0.283], [1.177, -0.025, -0.678], [-0.541, 1.801, -2.197], [-1.410, 2.775, -2.818], [-2.262, 3.207, -1.850], [-1.902, 2.508, -0.667], [-0.881, 1.667, -0.876], [-0.028, 1.867, -7.293], [-0.784, 1.118, -5.066], [2.998, 2.219, -3.408], [3.758, 2.969, -5.637], [3.035, -0.274, -3.433], [4.053, -1.519, -1.306], [2.294, -1.065, 0.746], [-1.370, 3.120, -3.837], [-3.057, 3.925, -1.962], [-2.307, 2.619, 0.328], [-0.467, -4.662, -0.831], [0.230, -3.731, -0.190], [-0.199, -2.624, 0.018], [1.611, -4.189, 0.278], [1.910, -5.542, -0.222], [2.398, -6.371, 0.899], [2.718, -5.388, 2.023], [1.680, -4.287, 1.812], [2.329, -3.446, -0.074], [2.571, -5.513, -0.984], [0.120, -5.453, -0.851], [3.253, -6.979, 0.607], [1.596, -7.048, 1.206], [3.719, -4.971, 1.885], [2.664, -5.855, 3.006], [1.966, -3.334, 2.255], [0.711, -4.585, 2.223], [3.961, 1.046, 5.878], [3.714, -0.339, 4.819], [3.394, -1.796, 5.806], [5.138, -0.621, 3.816], [2.527, -0.121, 3.935], [2.216, -0.656, 2.824]], "multiplicity": 2, "lumo_ev": [-1.4, -3.0], "s_squared": 0.94, "de_lowest_kj_mol": 0.0}


Entry 3:
{"formula": "C46H40FeN3O2", "method": "ωB97M-V/def2-TZVPD", "species": ["C", "O", "C", "C", "C", "C", "C", "C", "C", "C", "C", "C", "Fe", "C", "C", "C", "C", "C", "C", "C", "H", "H", "H", "H", "H", "H", "H", "H", "H", "H", "H", "H", "H", "H", "H", "H", "H", "C", "O", "C", "C", "C", "C", "C", "C", "C", "C", "N", "C", "C", "C", "C", "C", "C", "N", "C", "C", "C", "C", "C", "C", "C", "N", "C", "C", "C", "C", "C", "C", "H", "H", "H", "H", "H", "H", "H", "H", "H", "H", "H", "H", "H", "H", "H", "H", "H", "H", "H", "H", "H", "H", "H"], "positions_angstrom": [[5.527, 2.679, 1.816], [4.371, 3.382, 1.307], [3.141, 2.822, 1.453], [2.041, 3.714, 1.517], [0.837, 3.271, 1.984], [0.604, 1.884, 2.254], [-0.664, 1.390, 2.638], [-1.062, 0.041, 2.362], [-2.016, -0.783, 3.105], [-2.109, -2.077, 2.485], [-1.238, -2.088, 1.325], [-0.617, -0.798, 1.227], [-2.571, -0.626, 1.206], [-3.393, -0.989, -0.557], [-3.062, 0.417, -0.423], [-3.732, 0.927, 0.754], [-4.472, -0.166, 1.366], [-4.264, -1.356, 0.549], [1.726, 1.001, 2.141], [2.950, 1.439, 1.698], [6.319, 3.427, 1.799], [5.360, 2.322, 2.842], [5.793, 1.839, 1.161], [2.223, 4.758, 1.252], [0.022, 3.987, 2.122], [-1.444, 2.076, 2.949], [-2.416, -0.469, 4.060], [-2.667, -2.933, 2.862], [-1.030, -2.956, 0.700], [0.167, -0.514, 0.528], [-3.120, -1.621, -1.401], [-2.522, 1.025, -1.143], [-3.774, 1.974, 1.040], [-5.131, -0.074, 2.226], [-4.744, -2.323, 0.687], [1.617, -0.048, 2.418], [3.782, 0.739, 1.590], [-0.574, 3.452, 5.116], [-1.295, 2.243, 5.461], [-1.035, 1.599, 6.606], [0.317, 1.684, 7.166], [0.472, 2.432, 8.345], [1.703, 2.462, 8.991], [2.811, 1.855, 8.391], [2.688, 1.233, 7.142], [1.450, 1.157, 6.509], [-2.125, 1.145, 7.366], [-2.064, 0.664, 8.646], [-1.045, 0.078, 9.408], [-1.136, 0.254, 10.794], [-0.105, -0.222, 11.603], [0.968, -0.913, 11.023], [0.999, -1.150, 9.643], [-0.056, -0.728, 8.841], [-3.284, 0.688, 9.266], [-4.136, 1.136, 8.377], [-5.576, 1.130, 8.619], [-6.540, 1.006, 7.592], [-7.895, 0.997, 7.912], [-8.308, 1.094, 9.247], [-7.356, 1.127, 10.276], [-5.997, 1.121, 9.968], [-3.475, 1.486, 7.195], [-4.009, 2.330, 6.191], [-3.944, 1.924, 4.872], [-4.403, 2.777, 3.866], [-4.948, 4.019, 4.216], [-5.063, 4.397, 5.556], [-4.569, 3.549, 6.558], [-1.120, 3.869, 4.269], [-0.592, 4.143, 5.969], [0.456, 3.204, 4.831], [-0.394, 2.974, 8.730], [1.786, 2.966, 9.955], [3.779, 1.886, 8.896], [3.567, 0.801, 6.657], [1.317, 0.666, 5.540], [-2.000, 0.774, 11.204], [-0.151, -0.034, 12.678], [1.778, -1.277, 11.654], [1.858, -1.657, 9.194], [-0.124, -0.989, 7.785], [-6.212, 0.919, 6.557], [-8.631, 0.914, 7.113], [-9.374, 1.129, 9.483], [-7.674, 1.160, 11.318], [-5.240, 1.118, 10.750], [-3.545, 0.939, 4.633], [-4.323, 2.458, 2.827], [-5.287, 4.691, 3.423], [-5.524, 5.346, 5.838], [-4.609, 3.829, 7.612]], "total_charge": -1, "multiplicity": 5, "lumo_ev": [2.2, 0.7], "s_squared": 6.14}


no.,energy (eV),molecular weight (g/mol),largest force on an atom (eV/A)
1,-77127.6931,768.71,5.7
2,-108609.9154,976.31,1.8
3,-91296.4220,722.69,4.2